{"formula": "C35H70O15", "method": "ωB97M-V with the def2-TZVPD basis set", "symbols": ["C", "C", "O", "C", "C", "O", "H", "H", "H", "H", "H", "H", "H", "H", "C", "C", "O", "C", "C", "O", "H", "H", "H", "H", "H", "H", "H", "H", "C", "C", "O", "C", "C", "O", "H", "H", "H", "H", "H", "H", "H", "H", "C", "C", "O", "C", "C", "O", "H", "H", "H", "H", "H", "H", "H", "H", "C", "C", "O", "C", "C", "O", "H", "H", "H", "H", "H", "H", "H", "H", "C", "C", "C", "O", "H", "H", "H", "H", "H", "H", "C", "C", "C", "O", "H", "H", "H", "H", "H", "H", "C", "C", "C", "O", "H", "H", "H", "H", "H", "H", "C", "C", "C", "O", "H", "H", "H", "H", "H", "H", "C", "C", "C", "O", "H", "H", "H", "H", "H", "H"], "positions_angstrom": [[25.5442, 0.6208, 11.3425], [24.7175, 1.8291, 11.8620], [23.3160, 1.3209, 11.9222], [22.3816, 2.2365, 12.2484], [21.0695, 1.5534, 12.3336], [22.6147, 3.3480, 12.5396], [25.1008, 0.1755, 10.4681], [25.7916, -0.1789, 12.0680], [26.4583, 1.0124, 10.9286], [25.0322, 2.1678, 12.8561], [24.7359, 2.6965, 11.2038], [20.8443, 1.0364, 11.3753], [20.2574, 2.2164, 12.5748], [21.0585, 0.7894, 13.0649], [19.5718, -3.8223, 16.9765], [19.1645, -3.2172, 18.3035], [19.7321, -3.9783, 19.4292], [18.9900, -5.0620, 19.7436], [19.6252, -5.9273, 20.7924], [17.9781, -5.3633, 19.1906], [18.8234, -4.5969, 16.7097], [20.5449, -4.3195, 16.8813], [19.5071, -3.0288, 16.2171], [19.5836, -2.2290, 18.3963], [18.0954, -3.1929, 18.4119], [20.1031, -6.7848, 20.2615], [18.8532, -6.3318, 21.4908], [20.3961, -5.4489, 21.3453], [19.2581, -0.3616, 15.6224], [17.8532, -0.9046, 15.3472], [17.8608, -2.0553, 14.4449], [16.7828, -2.8669, 14.3447], [15.4592, -2.4957, 14.9187], [16.9544, -3.8883, 13.7247], [19.8563, -1.1158, 16.1216], [19.2365, 0.5454, 16.2392], [19.8589, -0.0224, 14.7552], [17.4496, -1.3107, 16.2893], [17.1914, -0.1623, 14.9597], [15.1233, -1.5566, 14.4241], [15.6270, -2.2318, 15.9471], [14.6468, -3.2490, 14.8383], [13.7145, -0.2144, 8.2718], [14.0309, -0.3396, 9.7053], [15.4277, -0.0705, 9.9596], [15.8330, -0.4688, 11.1866], [17.3095, -0.3683, 11.2182], [15.1672, -0.9926, 12.0213], [12.6301, -0.2349, 8.0852], [14.1561, -0.9864, 7.6256], [14.0227, 0.7790, 7.8454], [13.4606, 0.3541, 10.3300], [13.7327, -1.3744, 9.9552], [17.5639, 0.6509, 10.9028], [17.7311, -1.0291, 10.4512], [17.7436, -0.5047, 12.2144], [21.2640, 2.7772, 16.1317], [22.5564, 2.1072, 15.6668], [22.2177, 0.7953, 15.0892], [23.2535, 0.0255, 14.7554], [22.8256, -1.4206, 14.3836], [24.3800, 0.3486, 14.7489], [20.7341, 2.1882, 16.8887], [20.5915, 2.9993, 15.3066], [21.4370, 3.7403, 16.6109], [23.0639, 2.6764, 14.8943], [23.2719, 1.9102, 16.4748], [22.0866, -1.9023, 15.0319], [23.7371, -2.0587, 14.4153], [22.4152, -1.4652, 13.3538], [14.5951, 1.3691, 17.6543], [16.0488, 1.0679, 17.6878], [17.0189, 2.2563, 17.5148], [16.4766, -0.0442, 17.7913], [14.3285, 1.7707, 16.6542], [14.2985, 2.1069, 18.3762], [14.0012, 0.4357, 17.8090], [16.7394, 2.6968, 16.5411], [17.9971, 1.7846, 17.4613], [16.8508, 2.9675, 18.3328], [11.9377, -6.1267, 13.4818], [12.7211, -4.8400, 13.3841], [13.5523, -4.6026, 12.1549], [12.7701, -4.0698, 14.3240], [12.5237, -6.9725, 13.1242], [11.0304, -6.1291, 12.8424], [11.6757, -6.2269, 14.5464], [13.9218, -3.5845, 12.0947], [13.0615, -4.9820, 11.2219], [14.4359, -5.2505, 12.2807], [20.6567, -5.4286, 13.8756], [20.6060, -5.3662, 12.3776], [19.2797, -5.8530, 11.8018], [21.5317, -4.9807, 11.7118], [20.5988, -6.5329, 14.1002], [19.7621, -4.9887, 14.3557], [21.5766, -4.9620, 14.2542], [19.0680, -6.8376, 12.1990], [19.3972, -5.8914, 10.7222], [18.4796, -5.1823, 12.0988], [17.7437, -6.8954, 15.8667], [16.7360, -7.8357, 15.2500], [15.3655, -7.3175, 15.0015], [16.9902, -8.9740, 15.0460], [17.9870, -6.0949, 15.1827], [18.5777, -7.5239, 16.1203], [17.4116, -6.3855, 16.7808], [14.8071, -8.1097, 14.4564], [15.4226, -6.3766, 14.4222], [14.8965, -7.1022, 15.9686], [14.3382, -4.8005, 17.8048], [13.6581, -5.1914, 19.0934], [14.4702, -5.1523, 20.3758], [12.5597, -5.6162, 19.1177], [14.6139, -3.7246, 17.9064], [13.6606, -4.9078, 16.9391], [15.2705, -5.3562, 17.6859], [15.2149, -5.9562, 20.4313], [13.8674, -5.2030, 21.2601], [15.0414, -4.2282, 20.4141]], "atomic_forces_ev_per_a": [[0.1, 0.8, 0.3], [-0.6, -1.6, 0.0], [1.1, 0.8, -0.1], [0.0, -3.1, 0.1], [-1.2, -0.3, -1.7], [0.6, 2.9, 0.4], [-0.7, -0.2, -0.2], [-0.4, 0.7, -0.2], [0.7, 0.2, 0.2], [-0.2, -0.3, -0.2], [0.0, -0.2, -0.2], [0.1, 0.4, 0.5], [-0.2, 0.5, 0.0], [0.4, -0.7, 0.8], [-1.1, -0.5, -0.8], [1.4, -0.6, 0.3], [-0.8, 0.1, -0.4], [1.3, 0.0, 0.5], [-0.5, -1.2, 0.0], [-1.2, -0.1, -0.6], [0.5, 0.4, 0.0], [0.0, 0.5, 0.6], [0.0, -0.5, 0.1], [0.1, 0.3, 0.3], [-0.4, 0.1, 0.0], [-0.5, 0.5, 0.3], [0.6, 0.3, -0.7], [0.6, 0.6, 0.4], [0.2, 0.2, -0.8], [0.3, -1.4, 0.8], [0.4, 0.8, 0.2], [0.1, -0.7, -0.8], [-0.4, 1.0, -0.1], [0.0, -0.4, -0.1], [0.1, 0.1, 0.2], [-0.4, -0.4, 0.1], [-0.7, -0.5, 0.1], [0.2, 0.6, -0.3], [-0.5, 0.6, -0.3], [0.1, -0.6, 0.2], [-0.2, 0.1, 0.7], [1.0, 0.4, -0.2], [-0.1, 1.7, -2.2], [-0.5, -0.5, 0.7], [-1.1, -0.5, 0.2], [1.4, -0.7, -1.3], [1.0, 1.2, 0.2], [-1.2, 0.0, 0.7], [0.2, -0.2, 0.4], [0.0, 0.1, 0.4], [-0.1, -0.8, 0.4], [-0.1, -0.2, -0.1], [0.6, 0.4, 0.6], [0.1, -0.1, -0.1], [0.0, 0.0, 0.4], [-0.2, -0.4, -0.3], [0.1, -0.1, 0.2], [-0.2, -0.4, 0.0], [-0.3, 0.8, 0.7], [-2.4, -2.7, -0.3], [0.5, -0.1, -0.4], [2.6, 1.3, 0.2], [0.1, -0.1, -0.3], [0.0, -0.3, -0.2], [0.5, 0.0, -0.1], [0.0, 0.2, 0.0], [-0.3, 0.2, -0.1], [0.0, 0.5, 0.1], [-0.6, 0.6, -0.1], [0.3, 0.2, 0.5], [-1.2, -1.0, -0.8], [0.5, 1.5, 0.0], [-1.2, -1.0, -0.4], [0.2, -1.1, 0.3], [0.2, -0.1, 0.5], [0.0, 0.4, 0.4], [0.5, 0.7, -0.1], [0.3, 0.2, 0.5], [0.2, 0.6, 0.2], [0.4, 0.0, -0.3], [-0.5, 0.1, 0.2], [0.2, 0.2, 0.1], [0.0, -1.0, -0.6], [-0.3, -0.3, -0.2], [0.2, 0.0, 0.1], [0.4, 0.3, 0.4], [-0.1, -0.3, -0.5], [-0.2, 0.1, -0.1], [0.3, 0.6, 0.7], [-0.1, 0.1, 0.0], [-0.1, -0.8, 0.6], [-1.0, 0.1, 0.3], [1.0, 0.3, -0.4], [0.1, 0.0, -0.3], [0.3, 1.0, 0.1], [0.4, -0.1, -0.4], [-0.3, -0.3, 0.0], [-0.2, -0.3, 0.1], [-0.3, -0.1, -0.1], [-0.1, 0.1, 0.1], [-0.3, -0.1, 0.3], [-0.6, 1.9, 1.0], [-0.7, 0.1, -0.8], [0.9, -2.2, -0.5], [0.2, 0.1, -0.4], [0.7, 0.1, 0.0], [-0.3, -0.3, -0.1], [0.2, 0.7, 0.4], [-0.2, -0.3, 0.3], [-0.1, 0.0, -0.2], [-0.1, 1.1, 0.0], [2.4, -0.2, 0.3], [0.9, 0.5, -0.3], [-2.9, -0.8, -0.1], [0.0, -0.6, -0.2], [0.4, -0.1, 0.5], [0.0, 0.0, 0.0], [-0.2, 0.0, -0.3], [-0.6, -0.1, 0.2], [0.2, 0.2, 0.0]], "e_above_lowest_ev": 0.000, "e_tot_ev": -68143.15839, "homo_ha": -0.341, "orbital_gap_ev": 9.5106, "smiles": "CCOC(C)=O.CCOC(C)=O.CCOC(C)=O.CCOC(C)=O.CCOC(C)=O.CC(C)=O.CC(C)=O.CC(C)=O.CC(C)=O.CC(C)=O", "total_charge": 0}